Record 1
ORCA calculation (ωB97M-V with the def2-TZVPD basis set) on a cluster of 5 separate species, C38H77NO10P2Si2 in total.

gap between HOMO and LUMO = 7.71 eV
HOMO level = -7.064 eV
structure (SMILES) = CCCCCCCC[Si@@H](O[Si@](CCCCCCCOC)([C@@H](C)CC)P(C)C)[PH2]=N.O=C1CCCO1.O=C1CCCO1.O=C1CCCO1.O=C1CCCO1
calculated total energy = -3563.041843 Eh

Geometry as ORCA input:
```
! RIJCOSX wB97M-V def2-TZVPD def2/J DEFGRID3
* xyz 0 1
H -2.21 7.02 6.65
C -2.77 4.25 -3.27
H -4.61 3.17 -3.48
H -0.05 -3.36 -7.96
H -0.18 5.77 6.40
H -1.70 -0.33 -3.88
H -0.92 -2.53 0.68
O 0.52 -0.38 -0.96
C -1.09 5.25 6.13
C -1.86 -0.44 -2.81
C 0.29 1.41 1.65
H 0.80 0.48 -4.50
H 2.01 -1.14 -8.36
H 3.52 -5.50 1.07
C 4.06 -6.40 2.99
H -0.62 1.42 3.58
H 2.47 -1.08 -4.37
H 2.09 -1.39 1.26
O -5.06 -0.06 1.99
H -3.09 0.74 -1.47
H 1.92 3.12 -0.98
C 2.42 0.68 -3.07
C -3.38 5.55 5.58
H -1.98 3.92 -3.94
H -3.40 6.64 -2.44
H 3.87 -6.15 4.03
H 6.08 -6.99 3.62
C 5.06 -4.44 2.09
C -2.52 5.39 4.34
H -1.02 4.87 -2.13
O 6.06 -5.25 2.52
H 2.99 -1.42 -2.72
C -2.34 0.92 -2.25
H 1.02 3.39 1.25
C -4.27 1.11 1.90
H -2.62 5.63 7.66
C -3.08 1.69 -3.35
H 0.26 2.60 -0.93
H -3.90 3.01 -1.88
H -2.72 0.38 3.17
C 0.28 -2.48 -8.51
P 3.58 -0.17 -0.22
H -4.12 -1.83 1.52
O -1.22 5.26 4.70
H -0.34 0.90 0.93
H -2.43 4.40 -1.16
H 5.70 1.00 -0.19
H -4.38 1.57 0.92
C -2.50 6.42 -1.87
H 1.24 -7.96 8.23
H -0.19 3.02 3.04
H -0.72 -0.74 -9.37
H -2.55 2.89 3.00
N -0.81 -4.38 -1.04
H 4.74 1.46 1.24
O 1.28 -8.41 3.78
H -1.73 8.39 -2.40
C -3.67 3.05 -2.95
C -2.35 5.94 6.65
C 0.62 -8.10 6.11
H 3.78 -1.72 1.61
C 5.55 -6.58 2.76
H -4.67 1.80 2.64
C -2.80 0.90 2.22
C -1.38 7.37 -2.30
C 4.70 1.24 0.17
C -2.07 2.24 2.28
O -1.31 0.10 -6.68
H 5.77 -7.19 1.89
H -0.10 -7.32 5.86
H 0.41 -2.03 -2.98
H -2.68 -1.15 -2.70
H 2.87 -9.47 7.21
H -2.34 0.28 1.45
H -0.60 7.36 -1.54
O 5.26 -3.31 1.75
O -2.88 5.34 3.20
H -3.90 1.04 -3.66
H -3.35 4.98 -3.82
H -1.02 4.21 6.46
C 1.38 -1.77 -7.72
O 2.83 -8.49 5.39
H 1.60 3.31 -3.62
O 0.68 -0.91 -6.80
H 0.09 2.50 -3.23
H -1.53 1.50 -1.82
H -3.86 4.60 5.79
C 1.58 -7.70 7.23
H -2.67 -2.71 -0.63
H -2.44 1.79 -4.22
H 2.01 -2.44 -7.15
H -1.83 -1.84 -8.53
C 2.85 -8.44 6.83
H -2.10 2.70 1.30
H -4.14 6.31 5.42
H -4.18 -0.64 0.20
H -2.72 6.60 -0.82
H 2.95 -4.57 2.47
H -0.92 7.03 -3.23
Si -0.40 -1.29 -1.98
H 4.06 -0.57 -3.78
C 0.89 2.56 -3.97
H 3.76 -7.94 7.15
C 3.75 -5.20 2.09
C 3.07 -0.93 1.37
H 0.10 -9.03 6.32
C 1.27 2.34 -0.59
H 3.06 -0.21 2.18
H 2.20 1.31 -5.07
C -0.57 -0.65 -7.25
C -4.72 -1.06 1.05
C -0.61 2.07 2.71
H 4.37 2.15 -0.34
H 0.89 0.68 2.17
H 1.76 -6.62 7.20
C -0.82 -1.43 -8.53
H -1.60 -4.98 -1.22
H 0.44 2.91 -4.90
H -5.64 -1.50 0.68
C 1.27 2.37 0.94
C 3.02 -0.69 -3.52
C 1.56 -8.34 4.94
P -1.27 -2.92 -0.64
C -2.11 4.94 -2.05
Si 1.79 0.65 -1.30
C 1.55 1.21 -4.20
H 3.27 1.37 -3.01
H 0.61 -2.81 -9.50
H 2.27 2.18 1.32
H 3.48 -7.30 2.76
*
```

Mulliken population analysis, charges in e, atoms 1 to 5: atom 1 (H): 0.259, atom 2 (C): -0.782, atom 3 (H): 0.308, atom 4 (H): 0.275, atom 5 (H): 0.317



Record 2
ORCA calculation (ωB97M-V with the def2-TZVPD basis set) on a cluster of 4 separate species, C38H78FNO14 in total.

gap between HOMO and LUMO = 9.66 eV
HOMO level = -9.121 eV
structure (SMILES) = CCCOC[C@@H]1NC(=O)[C@H](CCCCO)[C@]1(CCOC(=O)CC)[C@H](F)CC.COCCOCCOC.COCCOCCOC.COCCOCCOC
calculated total energy = -2702.344691 Eh

Geometry as ORCA input:
```
! RIJCOSX wB97M-V def2-TZVPD def2/J DEFGRID3
* xyz 0 1
H 7.50 -0.71 4.39
H 1.25 -0.45 -3.56
C -7.69 -0.41 3.93
H 7.90 1.70 -0.34
H -9.26 -4.67 0.08
H -5.09 -4.99 0.92
H 1.13 0.77 -6.62
C -3.83 0.13 5.55
C 6.99 -0.46 3.46
C 3.20 -3.20 -5.47
O -4.46 1.22 6.22
H 3.99 2.77 -3.91
O -3.20 0.99 3.38
C 4.09 1.17 -2.48
C 0.44 3.29 -5.42
H 2.12 -3.45 -5.21
H -3.41 -0.49 6.34
H -2.99 -0.34 -0.33
H 1.97 3.32 -1.55
C -5.34 2.01 5.41
C -7.33 -4.20 2.01
H 3.59 -3.80 -6.35
H -2.02 -0.28 4.46
H 1.35 3.49 -6.04
H 1.88 4.09 0.41
C -0.72 2.81 -6.40
H -11.73 -5.27 1.79
O -10.28 -6.68 1.37
H -11.85 -8.02 1.21
H -1.24 -2.37 -1.54
C -5.98 -5.02 0.27
O 4.31 -1.25 -6.39
H -4.57 -0.48 5.02
C 3.25 2.38 -3.13
H 2.05 0.61 -0.81
C 8.16 1.72 0.72
H -11.61 -5.81 0.09
H 10.13 4.21 1.51
C -11.04 -5.55 0.99
H -0.55 3.28 -7.43
O 0.28 -0.38 -1.28
C 4.09 4.12 -1.28
H -7.78 -1.05 4.81
H 4.12 5.26 -1.27
H -6.06 -4.09 -0.30
O 7.87 0.32 2.68
H 3.14 2.35 -5.97
H -8.71 -3.74 3.58
C 3.24 -1.67 -5.96
H 8.10 2.65 3.19
H 12.11 3.00 1.20
H 6.09 0.11 3.70
C 1.84 0.40 -3.10
O 7.86 3.04 1.16
H 7.85 4.32 2.71
H -0.77 1.69 -6.57
O -6.55 0.43 4.05
C 8.37 3.40 2.44
C 2.93 1.38 -5.39
C 2.12 1.70 -4.04
H 12.48 1.70 2.35
H -7.42 2.08 4.88
O 5.14 1.15 -1.84
H 4.45 -2.55 -3.65
H -5.88 -5.85 -0.42
H 6.29 1.04 1.56
C -6.67 1.33 5.14
H -1.37 0.99 2.43
H 7.28 -0.25 0.81
H -10.69 -3.65 0.08
H 4.50 2.49 0.30
H -7.55 -1.05 3.05
O -9.72 -3.66 1.84
C -1.95 -0.72 -0.09
O -7.15 -5.22 1.04
O 2.04 -0.96 -5.90
H 10.13 4.29 3.30
C 4.12 3.55 0.21
C 2.88 3.59 -2.17
H 4.88 4.19 0.78
H 12.41 3.38 2.93
H 2.58 4.47 -2.84
H -2.91 -2.60 -0.78
C 7.30 0.66 1.42
H -1.83 -0.63 1.04
C 0.68 2.36 -4.15
H 9.22 1.50 0.81
H -1.89 2.57 3.10
H -7.00 0.79 6.04
H -2.13 1.38 5.11
C 1.26 0.65 -1.64
H -0.63 1.05 0.07
H -2.66 1.91 1.64
H -5.53 2.91 6.00
C -11.08 -7.70 1.93
H 0.11 4.31 -5.01
H 3.96 0.93 -5.18
H -1.44 -2.86 0.25
H 2.89 4.42 1.88
H 6.73 -1.38 2.94
H -8.99 -5.32 2.86
H 0.68 1.64 -1.53
C 2.17 0.40 -6.38
H 2.75 0.43 -7.37
H -8.59 0.19 3.79
H 5.11 -4.00 -4.60
H -7.20 -3.21 1.55
O 10.60 2.46 2.51
C -2.22 1.65 2.60
C 9.87 3.68 2.43
F -0.37 1.35 -4.14
C -2.69 0.57 4.64
H 5.05 3.76 -1.79
C -10.13 -4.37 0.67
H -10.45 -8.55 2.16
H 3.65 -0.67 -3.46
H -6.57 -4.33 2.79
H 0.47 2.98 -3.21
H 3.60 -4.16 -3.51
N 3.26 -0.01 -2.79
C -0.88 0.28 -0.74
H -1.41 0.79 -1.62
H 2.65 1.70 1.03
C 4.17 -3.48 -4.23
C 11.97 2.66 2.23
H -11.56 -7.35 2.85
O 2.43 2.42 1.65
C -8.72 -4.29 2.63
C -1.86 -2.23 -0.61
H -1.77 3.14 -6.08
C 2.74 3.69 1.01
H -4.85 2.33 4.49
*
```

Mulliken population analysis, charges in e, atoms 1 to 5: atom 1 (H): 0.240, atom 2 (H): 0.683, atom 3 (C): -0.627, atom 4 (H): 0.456, atom 5 (H): 0.228